(1)
{"formula": "C29H35N2O2", "method": "ωB97M-V/def2-TZVPD", "total_charge": 1, "lumo_ev": -5.2, "e_tot_ev": -37708.0561, "orbital_gap_ev": 4.36, "e_above_lowest_ev": 1.702, "spin_multiplicity": 1, "elements": ["C", "O", "C", "O", "C", "C", "C", "C", "N", "C", "C", "C", "C", "C", "C", "H", "H", "H", "H", "H", "H", "H", "H", "H", "H", "H", "H", "H", "H", "H", "H", "H", "H", "H", "C", "C", "N", "C", "C", "C", "C", "C", "C", "C", "C", "C", "C", "C", "C", "C", "C", "C", "H", "H", "H", "H", "H", "H", "H", "H", "H", "H", "H", "H", "H", "H", "H", "H"], "coordinates": [[-1.0779, -2.1084, -1.3733], [-2.0054, -1.3457, -0.5970], [-1.7810, -0.0323, -0.7811], [-0.7453, 0.4033, -1.2529], [-2.8975, 0.8363, -0.3311], [-3.3245, 1.6278, -1.5740], [-2.5151, 2.9162, -1.4966], [-1.8682, 2.9712, -0.0891], [-2.2522, 1.7424, 0.5343], [-1.8089, 1.3869, 1.7586], [-2.0184, 0.1291, 2.2822], [-1.6830, -0.1353, 3.7103], [-0.4763, 0.7067, 4.2119], [-0.5123, 2.1791, 3.8026], [-1.0963, 2.5182, 2.4323], [-1.4399, -3.1390, -1.3723], [-1.0573, -1.6876, -2.3786], [-0.0898, -2.0376, -0.9021], [-3.6413, 0.2166, 0.1571], [-3.0544, 1.0766, -2.4837], [-4.3938, 1.7954, -1.5679], [-1.6988, 2.9368, -2.2326], [-3.1266, 3.8315, -1.6228], [-0.7502, 3.0576, -0.1795], [-2.2225, 3.8513, 0.4832], [-2.6217, -0.6078, 1.7363], [-2.5835, 0.0069, 4.3565], [-1.4280, -1.1894, 3.9061], [-0.4077, 0.6669, 5.3142], [0.4580, 0.2496, 3.8427], [-1.1384, 2.6948, 4.5350], [0.4961, 2.6111, 3.9124], [-0.2854, 2.9268, 1.8120], [-1.7691, 3.3709, 2.5651], [-1.3782, -6.4805, 2.6988], [-0.6634, -5.1888, 2.6821], [0.6898, -5.1410, 2.9167], [1.2104, -3.8587, 2.6075], [0.1126, -3.1063, 2.1610], [0.2744, -1.7878, 1.7972], [1.4652, -1.1316, 2.1029], [2.6211, -1.9075, 2.3603], [2.4994, -3.2892, 2.6247], [-1.0963, -3.8950, 2.2271], [-2.3691, -3.2962, 1.9301], [-3.4970, -3.3680, 2.8402], [-3.2826, -3.0320, 4.2049], [-4.3436, -2.7669, 5.0641], [-5.6616, -3.0501, 4.6971], [-6.8070, -2.7452, 5.6208], [-5.8754, -3.6007, 3.4235], [-4.8469, -3.7414, 2.4956], [-2.4450, -6.3262, 2.8596], [-1.2774, -6.9925, 1.7299], [-1.0204, -7.1480, 3.4946], [1.2348, -5.9232, 3.3036], [-0.5995, -1.3436, 1.3042], [1.5231, -0.0421, 2.0920], [3.5865, -1.4086, 2.3236], [3.3786, -3.9109, 2.7569], [-2.5685, -3.0121, 0.8924], [-2.2394, -2.9065, 4.5532], [-4.1558, -2.3453, 6.0481], [-7.7431, -3.2187, 5.2789], [-6.6221, -3.0574, 6.6664], [-6.9572, -1.6499, 5.6293], [-6.8793, -3.8904, 3.1556], [-5.0475, -4.1540, 1.5017]], "lowdin_charge": [-0.036, -0.076, -0.472, 0.137, -0.207, -0.086, -0.129, -0.154, -0.073, -0.208, -0.068, -0.199, -0.179, -0.179, -0.119, 0.098, 0.106, 0.095, 0.155, 0.127, 0.116, 0.116, 0.118, 0.132, 0.124, 0.083, 0.118, 0.069, 0.115, 0.079, 0.108, 0.117, 0.116, 0.125, 0.002, -0.177, 0.160, -0.156, -0.147, -0.037, -0.052, -0.045, 0.002, -0.081, 0.132, -0.185, -0.006, -0.014, -0.240, -0.032, -0.019, 0.018, 0.085, 0.107, 0.099, 0.187, 0.086, 0.113, 0.111, 0.110, 0.126, 0.124, 0.127, 0.088, 0.097, 0.103, 0.117, 0.125]}

(2)
{"formula": "C5H12N2O2P", "method": "ωB97M-V/def2-TZVPD", "total_charge": -1, "lumo_ev": 3.5, "e_tot_ev": -21744.9772, "orbital_gap_ev": 7.05, "e_above_lowest_ev": 1.213, "spin_multiplicity": 1, "elements": ["C", "C", "C", "C", "C", "N", "N", "O", "O", "P", "H", "H", "H", "H", "H", "H", "H", "H", "H", "H", "H", "H"], "coordinates": [[-2.1574, -1.5625, 0.4549], [-0.8804, -1.4228, -0.4678], [2.1133, 0.5890, 1.3939], [3.3354, 1.2715, -0.7375], [2.2253, 0.5566, 0.0902], [-3.1676, -0.5867, 0.0004], [-0.7506, -0.1473, -0.9800], [-2.8212, 1.4346, -1.5179], [-1.9183, 1.5412, 0.7590], [-2.0870, 0.6716, -0.5577], [-2.6041, -2.5029, 0.4340], [-1.9413, -1.3155, 1.5425], [0.0539, -1.8263, -0.0881], [-1.1111, -2.2899, -1.2419], [-1.1267, 1.1607, 1.1395], [1.2797, 0.0609, 1.8625], [2.7230, 1.0635, 2.1129], [3.7812, 0.5362, -1.5998], [4.2203, 1.5861, -0.0501], [2.8813, 2.2012, -1.1938], [1.4444, -0.0150, -0.4743], [-3.4922, -1.0042, -0.8812]], "lowdin_charge": [-0.307, -0.446, -0.055, -0.133, -0.254, -0.123, -0.196, -0.340, -0.158, 0.239, 0.056, 0.099, 0.061, 0.093, 0.031, 0.045, 0.025, 0.101, 0.072, 0.065, 0.059, 0.067]}

(3)
{"formula": "C8H13N3", "method": "ωB97M-V/def2-TZVPD", "total_charge": 2, "lumo_ev": -10.4, "e_tot_ev": -12949.5860, "orbital_gap_ev": 6.45, "e_above_lowest_ev": 8.033, "spin_multiplicity": 1, "elements": ["C", "C", "C", "C", "C", "C", "C", "C", "N", "N", "N", "H", "H", "H", "H", "H", "H", "H", "H", "H", "H", "H", "H", "H"], "coordinates": [[1.8076, -0.7174, 0.0954], [-1.2204, -0.6406, 1.4356], [3.0953, -0.4665, -0.1013], [-1.8002, -1.0365, 0.3648], [-0.9595, 2.3605, 0.1315], [-0.8660, 1.0548, -0.5577], [4.4347, -0.1117, -0.0482], [-3.0132, -1.5048, -0.2972], [-2.1271, 1.6865, -0.3998], [0.3513, -1.1144, -0.3764], [-0.6984, -0.2070, 0.0514], [1.6874, -0.8738, 1.1707], [-1.1311, -0.3800, 2.5154], [-0.9046, 2.3128, 1.2571], [-0.6654, 3.1362, -0.5178], [-0.4521, 1.0449, -1.6240], [5.1835, -0.5095, 0.7669], [4.5415, 0.9637, -0.0186], [4.9250, -0.4599, -1.0299], [-3.7918, -2.0796, 0.3373], [-2.5320, -2.0558, -1.1622], [-3.4836, -0.5701, -0.6944], [-2.7971, 1.1497, 0.1019], [0.4162, -0.9816, -1.4005]], "lowdin_charge": [0.068, 0.237, 0.168, -0.226, -0.020, -0.307, 0.002, 0.044, 0.082, 0.132, -0.124, 0.165, 0.175, 0.149, 0.115, 0.189, 0.206, 0.115, 0.187, 0.159, 0.129, 0.113, 0.092, 0.148]}

(4)
{"formula": "C8H18O5S2", "method": "ωB97M-V/def2-TZVPD", "lumo_ev": 0.3, "e_tot_ev": -40492.0669, "orbital_gap_ev": 8.66, "e_above_lowest_ev": 2.218, "spin_multiplicity": 1, "elements": ["C", "C", "C", "O", "C", "O", "O", "H", "H", "H", "H", "H", "H", "C", "S", "O", "C", "H", "H", "H", "H", "H", "H", "C", "S", "O", "C", "H", "H", "H", "H", "H", "H"], "coordinates": [[4.1493, 2.1290, 3.6727], [2.8177, 1.2626, 3.6212], [2.9854, -0.1626, 4.0798], [1.8568, -0.4228, 4.9084], [1.4276, 0.8604, 5.2808], [0.4468, 1.2328, 5.9373], [1.9921, 1.7524, 4.5833], [4.1650, 2.9718, 2.9817], [5.0016, 1.6640, 3.1771], [4.4912, 2.4650, 4.6516], [2.3196, 1.3614, 2.6567], [3.9510, -0.1771, 4.5853], [2.9868, -0.8762, 3.2558], [-1.2898, 3.3896, 3.8182], [-2.9409, 2.5078, 3.6404], [-2.8426, 1.2041, 4.4221], [-4.1497, 3.5933, 4.4820], [-1.3551, 4.4272, 3.4908], [-0.4204, 3.0426, 3.2600], [-1.1248, 3.5344, 4.8859], [-3.6913, 3.7082, 5.4643], [-5.0600, 3.0129, 4.6325], [-4.3235, 4.5736, 4.0385], [5.3458, -0.4154, 0.9657], [4.8847, -0.7635, -0.7816], [3.8507, -1.9076, -0.6797], [3.7200, 0.6215, -1.0294], [5.7160, 0.5839, 1.1949], [5.9998, -1.2234, 1.2933], [4.5300, -0.5893, 1.6674], [3.2164, 0.3908, -1.9681], [4.1602, 1.6100, -1.1604], [3.1531, 0.7526, -0.1077]], "lowdin_charge": [0.001, -0.315, -0.116, 0.086, -0.522, 0.120, 0.095, 0.075, 0.052, 0.091, 0.153, 0.135, 0.130, -0.241, 0.809, -0.568, -0.261, 0.036, 0.040, 0.046, 0.043, 0.050, 0.051, -0.266, 0.858, -0.579, -0.262, 0.045, 0.049, 0.024, 0.052, 0.047, 0.042]}

(5)
{"formula": "C7H8O", "method": "ωB97M-V/def2-TZVPD", "lumo_ev": 0.7, "e_tot_ev": -9432.8780, "smiles": "OC1=CC=CC12CC2", "orbital_gap_ev": 8.52, "e_above_lowest_ev": 3.364, "spin_multiplicity": 1, "elements": ["C", "C", "C", "C", "C", "C", "C", "O", "H", "H", "H", "H", "H", "H", "H", "H"], "coordinates": [[-1.2882, 1.7277, -0.0582], [0.0900, 1.4727, 0.0735], [-2.0171, 0.4865, -0.0434], [0.3530, -0.0164, 0.1950], [1.3915, -0.6461, -0.7873], [1.7135, -0.4398, 0.6550], [-1.2143, -0.5583, 0.1693], [-1.5007, -1.8864, -0.0271], [-1.6371, 2.7038, -0.2163], [0.9591, 2.0356, 0.2100], [-3.1082, 0.3966, -0.2879], [1.0907, -1.5904, -0.9695], [1.8341, -0.0887, -1.5964], [1.8372, -1.3789, 1.1799], [2.3798, 0.2298, 0.9229], [-0.8833, -2.4478, 0.5806]], "lowdin_charge": [-0.069, -0.024, -0.072, -0.261, -0.039, -0.078, -0.232, 0.005, 0.074, 0.082, 0.130, 0.056, 0.110, 0.109, 0.052, 0.159]}

(6)
{"formula": "C5H8N2", "method": "ωB97M-V/def2-TZVPD", "lumo_ev": 0.7, "e_tot_ev": -8291.0895, "orbital_gap_ev": 7.24, "e_above_lowest_ev": 3.907, "spin_multiplicity": 1, "elements": ["C", "N", "C", "C", "C", "C", "N", "H", "H", "H", "H", "H", "H", "H", "H"], "coordinates": [[-2.2748, 0.0419, -0.3921], [-0.8132, 0.1747, -0.5411], [0.0088, -0.9216, 0.0315], [1.2110, -0.2541, 0.4225], [2.5087, -0.5982, 0.5977], [0.7634, 1.1371, 0.5911], [-0.3680, 1.4317, 0.0674], [-2.7567, 0.9049, -0.8583], [-2.4936, -0.0062, 0.6732], [-2.5825, -0.8860, -0.8780], [0.0039, -1.8101, -0.5921], [-0.6261, 0.3296, -1.5399], [2.8664, -1.5975, 0.3712], [3.2325, 0.1273, 0.9560], [1.3202, 1.9263, 1.0910]], "lowdin_charge": [-0.027, -0.236, -0.109, -0.387, 0.000, -0.085, 0.104, 0.090, 0.096, 0.094, 0.082, 0.172, 0.043, 0.036, 0.127]}

(7)
{"formula": "C26H28CeN4O5S2", "method": "ωB97M-V/def2-TZVPD", "total_charge": -1, "lumo_ev": [2.0, 2.0], "e_tot_ev": -78215.5276, "s2": 0.75, "orbital_gap_ev": [6.26, 6.25], "e_above_lowest_ev": 0.826, "spin_multiplicity": 2, "elements": ["Ce", "C", "N", "C", "C", "N", "C", "C", "C", "C", "C", "C", "C", "S", "C", "C", "C", "C", "C", "C", "S", "H", "H", "H", "H", "H", "H", "H", "H", "H", "H", "H", "H", "H", "H", "H", "H", "H", "H", "O", "C", "C", "C", "C", "C", "C", "C", "O", "N", "O", "O", "H", "H", "H", "H", "N", "C", "O", "C", "C", "H", "H", "H", "H", "H", "H"], "coordinates": [[-0.0327, 16.5988, 12.8095], [-1.0830, 14.3419, 9.9250], [-1.6447, 14.4778, 11.2595], [-1.6029, 13.2306, 12.0222], [-0.2026, 12.7965, 12.3736], [0.3438, 13.5924, 13.4120], [-0.2009, 13.0842, 14.6605], [1.8084, 13.6461, 13.4171], [2.5453, 12.6375, 12.8514], [3.9221, 12.6534, 12.9431], [4.5293, 13.7381, 13.5705], [3.8036, 14.7515, 14.1285], [2.4238, 14.6932, 14.1341], [1.5123, 15.9110, 15.0658], [-2.9983, 15.0617, 11.3453], [-3.8574, 14.8658, 10.2504], [-5.1764, 15.2508, 10.3103], [-5.6724, 15.9303, 11.4382], [-4.8264, 16.0711, 12.5339], [-3.4980, 15.6435, 12.5798], [-2.5677, 15.9073, 14.0225], [-1.4129, 13.4247, 9.3593], [0.0060, 14.2680, 9.9706], [-1.3131, 15.2141, 9.2728], [-2.0935, 12.4837, 11.3449], [-2.1801, 13.3607, 12.9004], [0.3882, 12.9520, 11.5190], [-0.2234, 11.7016, 12.5733], [-0.0376, 12.0504, 14.7227], [-1.2692, 13.2960, 14.6382], [0.4399, 13.5891, 15.4463], [2.0242, 11.8526, 12.3410], [4.4562, 11.7946, 12.5207], [5.5943, 13.8518, 13.6078], [4.3167, 15.5431, 14.6690], [-3.4817, 14.3443, 9.3845], [-5.8638, 15.0222, 9.4805], [-6.7104, 16.1595, 11.5181], [-5.2286, 16.5828, 13.4171], [-1.1135, 17.5317, 10.6428], [-0.5821, 17.9203, 9.6141], [0.6773, 17.6063, 9.0289], [0.9519, 18.1720, 7.7730], [2.0511, 17.8516, 7.0810], [2.9819, 16.8850, 7.6093], [2.7360, 16.3480, 8.8306], [1.5540, 16.6394, 9.6826], [1.3317, 16.0748, 10.7607], [2.2542, 18.3249, 5.7406], [1.4191, 19.0260, 5.1758], [3.2627, 17.9520, 5.1310], [-1.1618, 18.6059, 8.9405], [0.2486, 18.8943, 7.3905], [3.7853, 16.5237, 6.9871], [3.4164, 15.6150, 9.2078], [2.8039, 20.0142, 13.2642], [1.6631, 19.2853, 13.2174], [1.6260, 18.3578, 12.4103], [0.4722, 19.7976, 13.9841], [-0.7391, 18.8813, 13.8251], [3.4883, 19.8801, 12.5155], [2.6008, 20.9467, 13.6773], [0.3033, 20.8843, 13.8015], [0.7336, 19.7807, 15.0960], [-1.3992, 19.2720, 13.0696], [-1.3762, 18.8937, 14.7044]], "lowdin_spin": [1.015, 0.000, 0.000, 0.000, 0.000, 0.000, 0.000, 0.000, 0.000, 0.000, 0.000, 0.000, 0.000, -0.004, 0.000, 0.000, 0.000, 0.000, 0.000, 0.000, -0.003, 0.000, 0.000, 0.000, 0.000, 0.000, 0.000, 0.000, 0.000, 0.000, 0.000, 0.000, 0.000, 0.000, 0.000, 0.000, 0.000, 0.000, 0.000, 0.000, 0.000, 0.000, 0.000, 0.000, 0.000, 0.000, 0.000, -0.001, 0.000, 0.000, 0.000, 0.000, 0.000, 0.000, 0.000, 0.000, 0.000, -0.001, -0.001, -0.004, 0.000, 0.000, 0.000, 0.000, 0.000, 0.000]}